Formula: C5H12NO2
Source: OMol25
Level of theory: wB97M-V/def2-TZVPD

The geometry in ORCA input format:
```
! wB97M-V def2-TZVPD RIJCOSX def2/J DEFGRID3
* xyz -1 1
C 2.518 -0.663 -0.712
H -1.562 0.551 3.049
N -1.288 0.754 2.097
H 0.659 -0.458 -1.793
C 1.000 -0.898 -0.821
H 2.955 -1.073 -1.635
H -0.358 0.355 1.932
H 2.510 1.453 -1.436
O -2.084 -0.064 -1.286
H -0.985 1.292 -0.278
H 2.405 1.221 0.297
H -3.169 0.506 1.174
C 2.854 0.819 -0.618
C -2.162 0.068 1.137
H 0.844 -1.991 -0.956
H 2.935 -1.169 0.159
C -1.623 0.401 -0.255
O 0.332 -0.436 0.269
H -2.249 -1.014 1.282
H 3.933 0.995 -0.507
*
```

Frontier orbital gap: 7.6217 eV
E_LUMO: 4.240 eV

Here are the Mulliken charges for atoms 1 to 8, given in e: -0.333, 0.205, -0.757, 0.278, -0.655, 0.316, 0.355, 0.299

Formula: C5H12NO2
Source: OMol25
Level of theory: wB97M-V/def2-TZVPD

The geometry in ORCA input format:
```
! wB97M-V def2-TZVPD RIJCOSX def2/J DEFGRID3
* xyz 0 2
H -1.192 -0.563 2.615
H -0.374 0.472 -1.875
H 1.145 1.805 0.678
H 1.489 -0.486 0.065
H -0.110 -2.500 -1.094
O 1.023 2.080 1.818
C 0.267 -0.400 -1.711
N -1.205 0.239 1.994
H -0.552 1.010 2.277
O 1.224 1.492 -0.484
H 2.366 0.154 -1.416
H -1.407 -1.632 -1.950
C -0.626 -1.545 -1.191
H -1.809 -2.076 0.600
C -1.246 -1.272 0.138
H 1.086 2.940 2.272
H 0.638 -0.740 -2.683
C 1.431 0.171 -0.835
C -1.155 -0.013 0.696
H -0.993 0.864 0.086
*
```

Frontier orbital gap (alpha / beta): 8.3822 / 5.0902 eV
E_LUMO (alpha / beta): 0.297 / -2.798 eV

Here are the Mulliken charges for atoms 1 to 8, given in e: 0.266, 0.371, 0.413, 0.240, 0.365, -0.863, -0.902, -0.329

Formula: C5H12NO2
Source: OMol25
Level of theory: wB97M-V/def2-TZVPD

The geometry in ORCA input format:
```
! wB97M-V def2-TZVPD RIJCOSX def2/J DEFGRID3
* xyz 0 2
C 0.271 -0.338 0.593
C -0.307 1.014 0.840
H 1.362 0.465 -1.193
H -0.690 -3.096 -0.737
H 2.025 1.809 0.922
C -0.285 -0.997 -1.695
H -2.160 -2.038 -0.856
H 0.203 -1.597 -2.535
H 3.463 2.367 0.410
H -2.341 3.650 2.841
O 2.707 1.768 0.161
N 0.832 -0.393 -0.883
H -0.436 -2.031 1.546
H -1.642 -0.780 1.257
H -1.015 -0.264 -1.951
O -1.389 1.229 0.318
H 1.121 -0.515 1.262
C -0.876 -1.424 0.719
C -1.035 -1.976 -0.686
H -2.861 3.122 2.755
*
```

Frontier orbital gap (alpha / beta): 9.0198 / 8.4195 eV
E_LUMO (alpha / beta): 0.733 / -0.571 eV

Here are the Mulliken charges for atoms 1 to 8, given in e: 0.253, -0.177, 0.254, 0.276, 0.334, -0.499, 0.261, 0.329

Formula: C5H12NO2
Source: OMol25
Level of theory: wB97M-V/def2-TZVPD

The geometry in ORCA input format:
```
! wB97M-V def2-TZVPD RIJCOSX def2/J DEFGRID3
* xyz 1 1
H -0.860 0.450 -1.436
C -0.467 -0.358 -0.783
H -0.990 -1.836 -2.008
O -1.648 -0.620 0.364
C -2.258 0.457 0.953
H 1.117 -1.054 1.824
C 1.291 1.347 0.448
H -0.341 -1.345 0.996
H -2.331 0.178 2.023
H 1.993 0.891 -1.718
H 1.288 -2.084 0.620
H 3.017 0.016 -0.468
H 0.674 2.061 0.050
H -1.514 1.274 0.985
H 1.744 1.572 1.485
O -0.243 -1.505 -1.394
C 2.022 0.563 -0.633
C 0.787 -0.031 -0.063
H -3.083 0.882 0.488
N 0.781 -1.160 0.884
*
```

SMILES: CO[C@H](O)C1([NH3+])CC1
Frontier orbital gap: 11.4631 eV
E_LUMO: -3.093 eV

Here are the Mulliken charges for atoms 1 to 8, given in e: 0.487, -0.307, 0.400, -0.545, -0.674, 0.364, -0.745, 0.471

Formula: C5H12NO2
Source: OMol25
Level of theory: wB97M-V/def2-TZVPD

The geometry in ORCA input format:
```
! wB97M-V def2-TZVPD RIJCOSX def2/J DEFGRID3
* xyz 1 1
H -0.917 -0.871 -1.765
C 1.497 0.637 -1.007
H -2.551 1.152 1.976
H 0.625 -1.693 -1.844
C 1.343 -1.087 0.837
O -0.014 1.457 1.370
N -0.400 0.515 0.599
C 0.559 -0.252 -0.206
H 2.036 -0.398 1.246
H -0.497 -2.079 -0.517
C -0.095 -1.234 -1.161
H 0.925 1.099 -1.812
H -3.432 0.969 0.324
H 2.493 0.107 -1.206
H 1.959 -1.788 0.260
C -2.538 1.262 0.864
O -1.583 0.271 0.386
H -2.088 2.209 0.635
H 1.986 1.484 -0.312
H 0.691 -1.759 1.330
*
```

SMILES: CO[N+](=O)C(C)(C)C
Frontier orbital gap: 9.9001 eV
E_LUMO: -6.275 eV

Here are the Mulliken charges for atoms 1 to 8, given in e: 0.415, -1.339, 0.293, 0.383, -1.527, -0.437, 0.908, 0.944

Formula: C5H12NO2P
Source: OMol25
Level of theory: wB97M-V/def2-TZVPD

The geometry in ORCA input format:
```
! wB97M-V def2-TZVPD RIJCOSX def2/J DEFGRID3
* xyz 0 1
P -1.794 1.005 -1.255
C -2.272 -0.334 1.141
H -1.750 -1.458 -0.623
O -3.302 -0.514 0.421
C 1.257 1.253 -0.924
C 0.981 -1.065 0.001
H 1.966 0.713 -1.673
H -1.689 1.857 -0.167
H 0.365 -1.887 0.311
H 1.688 -0.823 1.998
H 0.052 0.649 0.528
C 2.105 -0.766 0.998
H 2.797 -1.498 0.879
H -3.376 1.090 -1.348
N 0.272 0.247 -0.366
H 0.560 1.856 -1.504
O -1.765 -0.092 2.201
H 1.827 1.741 -0.171
C -1.965 -0.480 -0.225
H 1.458 -1.592 -0.932
H 2.583 0.098 0.710
*
```

Frontier orbital gap: 9.5510 eV
E_LUMO: 0.787 eV

Here are the Mulliken charges for atoms 1 to 8, given in e: -0.138, 0.763, 0.487, -0.387, -0.888, -0.448, 0.266, 0.016

Formula: C5H12NO3
Source: OMol25
Level of theory: wB97M-V/def2-TZVPD

The geometry in ORCA input format:
```
! wB97M-V def2-TZVPD RIJCOSX def2/J DEFGRID3
* xyz -1 1
H -0.021 -0.585 0.537
H 2.110 0.526 2.183
H 0.092 -2.722 -0.761
H -0.392 1.964 1.879
C 0.296 -1.936 -1.494
H 1.592 -0.714 -0.554
N -1.100 1.231 1.791
O 0.299 3.016 0.133
O 2.982 0.201 1.921
O 1.570 -1.314 -1.299
H -1.973 1.624 2.118
C -0.756 -0.855 -1.428
H -1.762 -1.175 0.513
C -1.024 -0.495 0.062
C 0.150 2.036 -0.524
H -2.161 1.364 -0.111
H -1.706 -1.092 -1.931
H -0.371 0.085 -1.837
H 2.920 0.227 0.958
C -1.233 0.979 0.329
H 0.486 -2.366 -2.485
*
```

Frontier orbital gap: 5.6251 eV
E_LUMO: 3.845 eV

Here are the Mulliken charges for atoms 1 to 8, given in e: 0.035, 0.342, 0.239, 0.210, -0.496, 0.276, -0.690, -0.244

Formula: C5H12NOS
Source: OMol25
Level of theory: wB97M-V/def2-TZVPD

The geometry in ORCA input format:
```
! wB97M-V def2-TZVPD RIJCOSX def2/J DEFGRID3
* xyz 1 1
O 3.081 0.442 1.084
C 0.394 0.416 1.310
C -0.754 1.571 -1.763
S 2.059 0.595 2.080
C 1.856 -0.928 2.985
H -1.577 1.620 -2.490
H -1.953 -1.284 -1.594
H 1.200 -1.645 2.447
H -0.258 -0.923 -2.391
H -0.849 2.596 -1.283
H -0.340 -1.696 -0.908
C -0.898 -0.938 -1.452
H 0.142 1.616 -2.440
C 0.406 0.351 -0.096
H 1.201 -0.679 3.861
H 2.818 -1.173 3.453
H 1.346 0.316 -0.561
H -1.431 0.548 -0.067
H -0.289 0.550 2.052
N -0.782 0.448 -0.848
*
```

Frontier orbital gap: 9.2687 eV
E_LUMO: -3.531 eV

Here are the Mulliken charges for atoms 1 to 8, given in e: -0.558, -0.831, -0.855, 0.514, -0.891, 0.378, 0.335, 0.313

It is found that the DFT total energy values, taken in the order of the records, are -402.9362, -402.8059, -402.7902, -402.5955, -402.5188, -744.1424, -478.1253, -725.5190 Eh.
It is found that the ΔE to the lowest compared entry with this formula, charge and spin values, taken in the order of the records, are 58.5, 56.9, 66.7, 79.3, 127.4, 113.5, 102.4, 62.5 kcal/mol.